{"formula": "CH4N3", "method": "ωB97M-V with the def2-TZVPD basis set", "symbols": ["C", "N", "N", "N", "H", "H", "H", "H"], "coordinates": [[0.149, 0.150, -0.079], [1.089, 0.288, 0.747], [1.071, -0.708, -0.473], [-1.699, -0.245, 0.075], [1.762, 0.989, 1.144], [1.655, -0.556, -1.288], [-2.087, -0.345, -0.871], [-1.940, 0.427, 0.743]], "forces_ev_per_angstrom": [[-6.944, -1.731, 0.554], [1.535, 1.447, 1.115], [0.939, -1.399, -0.315], [6.242, -0.832, -1.417], [-0.785, -0.799, -0.737], [0.250, 0.697, -0.240], [0.000, 0.935, 0.497], [-1.237, 1.682, 0.542]], "mulliken_charge": [0.421, -0.146, -0.222, -0.341, 0.362, 0.322, 0.313, 0.292], "de_lowest_kj_mol": 659.98, "homo_ev": -16.46, "lumo_ev": -7.040, "spin_multiplicity": 1, "largest_force_ev_per_a": 7.2, "total_charge": 1}

=====

{"formula": "CH4N3O", "method": "ωB97M-V with the def2-TZVPD basis set", "symbols": ["C", "N", "N", "N", "O", "H", "H", "H", "H"], "coordinates": [[0.385, 0.475, -0.007], [1.522, -0.206, -0.072], [2.779, 0.442, -0.103], [-0.893, -0.002, 0.055], [3.788, -0.101, -0.030], [0.492, 1.497, 0.162], [1.390, -1.294, -0.013], [-1.462, 0.749, 0.368], [-1.185, -0.954, 0.182]], "forces_ev_per_angstrom": [[-1.134, -2.279, 0.677], [-2.200, -5.646, 0.158], [0.089, 4.812, -0.196], [3.903, 1.479, -0.117], [-0.402, -2.278, 0.090], [0.135, 1.866, -0.264], [0.852, 2.194, -0.286], [-1.308, 0.181, 0.076], [0.066, -0.329, -0.139]], "mulliken_charge": [0.198, 0.039, 0.071, -0.309, -0.244, 0.411, 0.294, 0.277, 0.263], "de_lowest_kj_mol": 345.51, "homo_ev": -15.19, "lumo_ev": -5.790, "spin_multiplicity": 1, "largest_force_ev_per_a": 6.1, "total_charge": 1}

=====

{"formula": "CH4N3O2", "method": "ωB97M-V with the def2-TZVPD basis set", "symbols": ["C", "N", "N", "N", "O", "O", "H", "H", "H", "H"], "coordinates": [[-1.542, -0.296, 0.159], [0.863, -0.585, -0.241], [-0.253, 0.032, -0.812], [1.839, 0.095, 0.142], [1.878, 1.346, -0.018], [2.859, -0.492, 0.609], [-2.271, 0.223, -0.422], [-1.768, -1.401, 0.251], [-1.241, 0.038, 1.094], [-0.366, 1.038, -0.762]], "forces_ev_per_angstrom": [[2.646, -1.905, -3.320], [-1.302, -2.161, -0.004], [-2.911, -1.087, 1.509], [1.454, 1.437, -0.262], [-0.338, 0.955, 0.036], [-0.258, -0.323, 0.180], [-1.059, 0.412, 0.403], [0.419, 1.201, -0.530], [-0.085, 1.040, 1.837], [1.433, 0.431, 0.149]], "mulliken_charge": [-0.785, -0.617, -0.302, 1.149, -0.783, -0.793, 0.356, 0.211, 0.280, 0.282], "de_lowest_kj_mol": 344.15, "homo_ev": -3.26, "lumo_ev": 4.216, "spin_multiplicity": 1, "largest_force_ev_per_a": 4.7, "total_charge": -1}

=====

{"formula": "CH4N3O2", "method": "ωB97M-V with the def2-TZVPD basis set", "symbols": ["C", "N", "N", "N", "O", "O", "H", "H", "H", "H"], "coordinates": [[-0.028, -0.500, 0.903], [-0.204, 0.976, -1.715], [-1.194, -0.395, 0.878], [1.035, -0.879, 1.465], [0.566, 0.543, -0.870], [-1.403, 0.932, -1.672], [0.296, 1.175, -2.682], [-1.857, -0.191, 0.016], [1.018, -1.477, 2.283], [1.773, -0.184, 1.393]], "forces_ev_per_angstrom": [[-1.510, -0.863, 1.042], [1.226, 2.614, -3.740], [-2.804, 1.505, -3.333], [2.378, 0.848, -0.130], [5.116, -1.981, 3.268], [-5.195, -0.229, -0.578], [-0.776, -0.633, 1.445], [1.208, -0.632, 1.949], [-0.114, -0.259, -0.143], [0.473, -0.370, 0.220]], "mulliken_charge": [0.617, 0.483, -0.221, -0.328, -0.418, -0.507, 0.380, 0.397, 0.310, 0.286], "de_lowest_kj_mol": 138.45, "homo_ev": [-12.74, -15.74], "lumo_ev": [-5.208, -9.169], "spin_multiplicity": 3, "largest_force_ev_per_a": 6.4, "total_charge": 1}

=====

{"formula": "CH4N3O2S", "method": "ωB97M-V with the def2-TZVPD basis set", "symbols": ["C", "N", "N", "N", "O", "O", "S", "H", "H", "H", "H"], "coordinates": [[0.270, -0.424, -0.243], [2.868, -0.874, 0.270], [-0.902, 0.130, -0.082], [1.344, 0.043, 0.298], [5.285, -0.545, -0.147], [3.778, 1.480, -0.055], [4.037, 0.086, -0.011], [0.367, -1.292, -0.889], [-1.721, -0.212, -0.565], [-1.035, 0.925, 0.531], [1.416, 0.795, 0.970]], "forces_ev_per_angstrom": [[-0.107, 0.280, 0.225], [0.881, -2.403, -0.258], [-0.932, -0.007, -0.062], [-1.286, 1.258, 0.357], [1.059, 0.232, -0.480], [0.254, -0.040, -0.177], [0.680, 0.515, 0.731], [-0.113, 0.006, -0.031], [0.033, -0.093, 0.034], [0.064, -0.073, -0.134], [-0.533, 0.325, -0.207]], "mulliken_charge": [0.204, -0.187, -0.294, -0.275, -0.291, -0.336, 1.071, 0.353, 0.252, 0.242, 0.261], "de_lowest_kj_mol": 10.38, "homo_ev": [-12.69, -15.22], "lumo_ev": [-4.931, -8.994], "spin_multiplicity": 3, "largest_force_ev_per_a": 2.6, "total_charge": 1}

=====

{"formula": "CH4N3O3", "method": "ωB97M-V with the def2-TZVPD basis set", "symbols": ["C", "N", "N", "N", "O", "O", "O", "H", "H", "H", "H"], "coordinates": [[1.222, 1.280, 0.962], [-0.392, -0.198, -0.707], [0.221, -0.888, 0.215], [-1.363, -0.727, -1.227], [-1.616, -2.165, -0.850], [-2.197, -0.282, -2.040], [1.267, -0.108, 0.895], [0.589, 1.771, 1.711], [0.954, 1.893, 0.131], [2.219, 1.674, 1.077], [-0.904, -2.249, -0.168]], "forces_ev_per_angstrom": [[-0.239, 1.077, 0.186], [1.233, 1.445, 1.099], [0.219, -0.087, 0.641], [-1.228, -2.633, -0.205], [0.732, 1.491, 0.140], [-0.448, 0.546, -0.787], [0.138, -0.044, -0.630], [-0.172, -0.725, 0.728], [-0.719, -0.481, -1.732], [0.790, -0.410, 0.701], [-0.305, -0.179, -0.140]], "mulliken_charge": [-0.761, -0.122, -0.364, 0.722, -0.618, -0.846, -0.337, 0.272, 0.303, 0.279, 0.473], "de_lowest_kj_mol": 508.38, "homo_ev": -2.27, "lumo_ev": 4.090, "spin_multiplicity": 1, "largest_force_ev_per_a": 2.9, "total_charge": -1}